# 1
{"formula": "C39H35BN7O8S3Se4Y", "method": "the ωB97M-V functional and the def2-TZVPD basis", "symbols": ["Y", "C", "N", "C", "C", "N", "C", "C", "C", "C", "C", "C", "N", "C", "N", "C", "C", "C", "C", "C", "C", "N", "H", "H", "H", "H", "H", "H", "H", "H", "H", "H", "H", "H", "H", "H", "H", "Se", "Se", "Se", "Se", "O", "S", "O", "N", "C", "S", "C", "C", "C", "C", "C", "C", "H", "H", "H", "H", "C", "C", "C", "C", "C", "C", "C", "S", "O", "O", "N", "C", "C", "C", "O", "O", "H", "H", "H", "H", "H", "H", "H", "H", "H", "H", "H", "H", "O", "B", "O", "C", "C", "C", "C", "C", "C", "H", "H", "H", "H"], "coordinates": [[0.533395, -0.240589, -0.268265], [-2.298029, 0.806030, 2.225738], [-1.349381, 1.532173, 1.414149], [-0.635655, 2.611377, 2.034402], [0.813750, 2.274283, 2.192016], [1.443193, 1.334304, 1.553153], [2.786336, 1.437703, 1.961217], [3.908516, 0.708944, 1.577134], [5.127922, 1.064526, 2.131504], [5.243648, 2.122185, 3.046513], [4.135291, 2.852933, 3.435843], [2.917966, 2.485784, 2.871494], [1.636140, 2.995615, 3.007820], [-2.265505, -0.656924, 1.898738], [-1.434228, -1.222968, 1.085079], [-1.712564, -2.591083, 1.122583], [-1.108709, -3.640335, 0.437964], [-1.594645, -4.910447, 0.666584], [-2.663711, -5.137918, 1.547092], [-3.271814, -4.098897, 2.229953], [-2.767520, -2.825280, 1.993906], [-3.102036, -1.564890, 2.485729], [-3.317694, 1.179688, 2.080129], [-2.057398, 0.921288, 3.286590], [-1.850850, 1.905371, 0.600176], [-1.046048, 2.879978, 3.014593], [-0.710012, 3.493373, 1.393494], [3.824282, -0.101765, 0.865538], [6.019069, 0.520978, 1.836906], [6.218768, 2.378645, 3.445518], [4.216638, 3.672540, 4.143551], [1.368469, 3.813610, 3.519693], [-0.311102, -3.460454, -0.278244], [-1.163030, -5.753511, 0.136815], [-3.029240, -6.149214, 1.679337], [-4.104473, -4.271632, 2.903787], [-3.881207, -1.345323, 3.075424], [-2.829758, 2.985748, -1.083286], [-1.117664, 1.647355, -1.842078], [0.643932, 3.261999, -1.660497], [2.533724, 1.931086, -1.516080], [-4.253368, -5.881542, -1.903842], [-4.803940, -4.565097, -2.125022], [-6.190540, -4.383099, -1.769073], [-3.868868, -3.405287, -1.481757], [-3.279529, -2.651733, -2.405746], [-2.212616, -1.368413, -2.166312], [-3.678377, -3.035084, -3.814101], [-3.277366, -2.461336, -5.007438], [-3.761176, -3.001199, -6.194868], [-4.628529, -4.094123, -6.187991], [-5.034729, -4.663759, -4.987616], [-4.546989, -4.107661, -3.820214], [-2.600426, -1.615036, -4.991248], [-3.455990, -2.568753, -7.141127], [-4.986169, -4.503935, -7.125614], [-5.709980, -5.512448, -4.963743], [-2.395481, -0.654970, 6.096883], [-1.550625, -1.846693, 5.720416], [-1.139582, -2.024904, 4.403699], [-0.330720, -3.089408, 4.039652], [0.102467, -3.964478, 5.032152], [-0.294413, -3.814685, 6.354592], [-1.131678, -2.759875, 6.687491], [1.172092, -5.297738, 4.617180], [1.409670, -6.114383, 5.781374], [0.664879, -5.921469, 3.430495], [2.586339, -4.494332, 4.368127], [2.725694, -3.395198, 3.376516], [2.442195, -3.636343, 1.890898], [2.055804, -2.306245, 1.261852], [2.615772, -1.941783, 0.197582], [1.179313, -1.605211, 1.845894], [-3.110742, -0.411352, 5.309929], [-1.763468, 0.224550, 6.248091], [-2.945601, -0.832519, 7.022278], [-1.450601, -1.319553, 3.638564], [-0.047245, -3.220297, 2.996130], [0.059045, -4.522604, 7.094584], [-1.457922, -2.636346, 7.715088], [3.293686, -5.225285, 4.284759], [3.748783, -3.045987, 3.503951], [2.081671, -2.585608, 3.708930], [1.598659, -4.315296, 1.762453], [3.305643, -4.043580, 1.366299], [2.557671, -1.119461, -2.744177], [1.311184, -1.381354, -2.089818], [1.056988, -2.782995, -2.317364], [2.110756, -3.303478, -3.002649], [2.326854, -4.600638, -3.411169], [3.518461, -4.862678, -4.099614], [4.434151, -3.848870, -4.357405], [4.194377, -2.533390, -3.939949], [3.020806, -2.290741, -3.261969], [1.603074, -5.379000, -3.197750], [3.726648, -5.871348, -4.439257], [5.351119, -4.080821, -4.887954], [4.898204, -1.732321, -4.131181]], "forces_ev_per_a": [[-0.76, 1.77, 3.63], [0.19, -0.10, -0.07], [-0.08, -0.44, -0.12], [0.15, -0.04, 0.11], [0.06, 0.06, -0.08], [0.61, -0.12, 0.17], [-0.24, -0.06, -0.09], [0.04, -0.03, 0.06], [-0.07, -0.02, -0.01], [-0.02, -0.04, -0.06], [-0.05, 0.02, 0.04], [-0.08, 0.09, 0.01], [0.08, 0.04, 0.09], [-0.51, 0.05, -0.34], [0.47, -0.16, -0.35], [-0.04, 0.16, -0.15], [0.13, 0.02, -0.11], [-0.01, -0.09, -0.01], [-0.02, 0.09, 0.06], [0.01, -0.06, -0.01], [-0.25, 0.26, 0.00], [-0.67, -0.11, -0.70], [-0.14, 0.03, -0.01], [0.04, 0.00, 0.11], [-0.08, 0.07, 0.06], [-0.03, 0.07, 0.10], [0.00, 0.10, -0.09], [-0.02, 0.02, -0.02], [-0.06, 0.03, 0.02], [-0.04, -0.02, 0.00], [-0.02, -0.06, -0.08], [-0.04, 0.07, 0.04], [-0.06, -0.03, 0.02], [-0.05, 0.11, 0.06], [0.02, 0.06, 0.00], [0.06, 0.01, -0.06], [-0.09, 0.03, 0.03], [-0.38, 0.12, 0.19], [0.35, 0.29, -0.94], [-0.25, 0.27, 0.24], [-0.09, -0.53, 0.00], [-0.01, -0.02, 0.06], [0.09, 0.08, -0.08], [-0.06, 0.00, 0.03], [0.31, 0.25, -0.17], [-0.16, -0.12, 0.29], [-0.29, -0.41, -0.18], [0.03, 0.03, 0.11], [0.02, 0.03, -0.17], [0.00, 0.00, 0.05], [0.04, 0.05, 0.01], [-0.05, -0.03, 0.07], [0.06, 0.00, -0.03], [-0.02, -0.05, 0.02], [-0.01, -0.02, 0.03], [0.00, 0.02, 0.01], [0.05, 0.05, 0.00], [0.09, -0.08, 0.02], [0.10, -0.04, 0.04], [0.37, 0.26, 0.10], [0.06, -0.32, 0.12], [-0.20, 0.04, 0.02], [0.03, 0.12, -0.05], [-0.02, -0.05, 0.03], [-0.22, 0.40, 0.24], [-0.02, -0.08, -0.11], [0.04, -0.14, -0.23], [0.39, -0.26, -0.49], [-0.06, -0.14, 0.32], [0.08, -0.02, 0.29], [0.20, 0.45, -0.17], [-0.47, 0.10, -0.03], [0.01, -0.09, -0.56], [0.00, 0.01, 0.01], [-0.04, 0.00, -0.01], [0.00, 0.00, -0.03], [0.61, -0.36, 0.79], [-0.08, 0.04, 0.37], [-0.05, 0.06, -0.02], [0.01, -0.01, -0.02], [0.02, 0.27, 0.03], [0.07, 0.05, 0.00], [-0.01, 0.01, 0.08], [-0.06, -0.07, 0.00], [-0.05, -0.06, -0.01], [-0.04, -0.29, -0.20], [1.50, -2.04, -2.52], [-0.04, -0.05, -0.07], [-0.30, 0.06, 0.17], [0.06, -0.09, -0.04], [-0.10, 0.04, 0.05], [-0.03, 0.09, 0.04], [0.09, -0.06, -0.07], [-0.03, 0.37, 0.11], [0.04, 0.05, -0.03], [-0.01, 0.04, 0.03], [-0.03, 0.02, 0.01], [-0.03, -0.04, 0.00]], "mulliken_charge": [-0.51, -1.22, 1.36, -1.76, 0.36, 1.28, -0.34, -0.09, -1.04, -0.37, -1.12, 0.77, -0.05, -0.89, 1.25, 0.12, 0.03, -0.73, -0.68, -1.36, 0.78, 0.22, 0.35, 0.27, -0.67, 0.32, 0.33, 0.51, 0.44, 0.37, 0.38, 0.22, 0.20, 0.44, 0.42, 0.45, 0.29, -0.71, -0.15, -0.30, -0.52, -0.69, 1.15, -0.73, -0.28, 0.46, -0.43, 0.07, -0.62, -0.61, -0.38, -0.67, 0.00, 0.45, 0.37, 0.36, 0.40, -1.56, 0.45, -0.27, 0.29, -0.36, -0.61, -0.84, 1.27, -0.81, -0.58, -0.37, -0.86, -0.19, 0.62, -0.59, -0.26, 0.24, 0.31, 0.40, 0.71, 0.17, 0.53, 0.35, 0.33, 0.48, 0.25, 0.07, 0.47, -0.55, 1.46, 0.01, 0.59, -1.09, -0.50, -0.45, -1.09, 0.81, 0.48, 0.36, 0.36, 0.47], "e_lumo_ev": 3.486, "charge": -2}


# 2
{"formula": "C39H35BrMnN8O7S2", "method": "the ωB97M-V functional and the def2-TZVPD basis", "symbols": ["Mn", "Br", "C", "C", "C", "C", "C", "C", "N", "N", "C", "C", "C", "C", "O", "C", "N", "C", "C", "C", "C", "H", "H", "H", "H", "H", "H", "H", "H", "H", "C", "C", "C", "C", "C", "C", "C", "S", "O", "O", "N", "C", "C", "C", "C", "C", "C", "C", "C", "N", "C", "H", "H", "H", "H", "H", "H", "H", "H", "H", "H", "H", "H", "H", "C", "C", "S", "O", "O", "C", "C", "N", "C", "N", "C", "C", "N", "O", "O", "C", "H", "H", "H", "H", "H", "H", "H", "H", "H", "H", "H", "H", "H"], "coordinates": [[-0.191013, 0.034622, -0.168309], [-8.831766, -2.142318, -5.781477], [-8.364508, -0.999662, -4.338268], [-9.334775, -0.738940, -3.351224], [-9.013385, 0.203323, -2.393596], [-7.739164, 0.759832, -2.400360], [-6.788760, 0.506788, -3.421693], [-7.078678, -0.389022, -4.360714], [-7.464597, 1.732636, -1.422732], [-6.289043, 1.972156, -1.068197], [-5.180959, 1.191367, -1.003449], [-5.327336, -0.155111, -0.603195], [-4.147356, -0.876475, -0.307656], [-2.883104, -0.341580, -0.505011], [-1.816583, -1.025149, -0.393053], [-2.778615, 1.079401, -0.859279], [-1.528659, 1.621587, -0.882922], [-1.365732, 2.883708, -0.994526], [-2.458658, 3.760322, -1.059784], [-3.721562, 3.225673, -1.213429], [-3.922876, 1.825468, -1.088977], [-10.325495, -1.141073, -3.425223], [-9.747784, 0.595959, -1.696454], [-5.868578, 1.092604, -3.517889], [-6.487704, -0.599883, -5.247049], [-6.310471, -0.587799, -0.485685], [-4.197567, -1.883046, 0.071419], [-0.403552, 3.321103, -0.881929], [-2.204917, 4.813366, -1.062616], [-4.597969, 3.855211, -1.251896], [1.858414, 1.350572, 7.636064], [1.324158, 0.853756, 6.281302], [0.937795, 1.804747, 5.336035], [0.458893, 1.412888, 4.104275], [0.350342, 0.029155, 3.845903], [0.650457, -0.921842, 4.810739], [1.176720, -0.511985, 6.027906], [-0.429315, -0.490903, 2.355043], [-0.901245, 0.760572, 1.678939], [-1.302157, -1.570730, 2.664149], [0.642522, -0.911816, 1.262072], [1.051736, -2.225156, 0.996992], [1.508662, -3.099595, 1.875817], [2.014201, -4.312921, 1.402635], [2.178738, -4.547797, 0.090360], [1.740169, -3.614234, -0.876140], [1.805487, -3.802174, -2.268301], [1.416987, -2.845002, -3.102504], [0.815115, -1.687107, -2.571507], [0.674744, -1.467115, -1.289812], [1.175971, -2.437133, -0.419782], [2.957019, 1.027573, 7.798153], [1.259137, 0.936999, 8.422230], [1.728590, 2.403246, 7.769597], [1.032539, 2.838896, 5.569644], [0.097078, 2.193688, 3.451542], [0.317248, -1.919625, 4.577786], [1.497987, -1.120972, 6.802661], [1.529548, -2.874075, 2.918148], [2.294102, -5.122177, 2.052710], [2.409735, -5.520535, -0.257956], [2.357299, -4.728790, -2.634056], [1.520926, -2.972083, -4.161554], [0.408921, -0.934330, -3.288080], [4.752601, -2.083995, 0.852519], [5.624968, -1.001373, 0.176222], [5.109676, -0.548534, -1.463496], [3.663076, -0.610120, -1.568960], [5.836074, -1.294310, -2.428692], [5.613703, 1.159387, -1.641892], [4.795943, 2.238527, -0.912071], [3.337630, 2.139332, -1.161121], [2.530605, 1.593923, -0.249322], [1.353756, 1.264685, -0.790101], [1.451367, 1.627761, -2.128864], [2.707213, 2.107126, -2.370572], [3.315185, 2.521819, -3.635043], [4.396846, 3.078532, -3.549327], [2.707146, 2.279554, -4.647384], [2.841741, 1.327131, 1.158823], [5.130420, -2.324754, 1.860047], [4.807723, -2.990769, 0.225411], [3.721918, -1.787361, 0.999736], [6.666987, -1.321842, -0.021130], [5.715722, -0.080424, 0.753222], [5.616552, 1.335822, -2.755969], [6.661836, 1.259461, -1.342357], [5.168189, 3.209944, -1.090516], [4.851508, 2.153740, 0.203705], [0.634002, 1.433373, -2.760958], [3.519260, 2.075122, 1.555356], [3.323748, 0.357563, 1.270060], [1.957251, 1.311641, 1.716794]], "forces_ev_per_a": [[0.02, 0.64, -0.75], [0.17, 0.29, 0.46], [-0.31, -0.35, 0.08], [1.05, 0.34, -0.80], [-0.10, 0.33, -0.08], [0.75, 0.71, 0.04], [0.59, 1.28, 1.30], [-1.84, -1.77, -1.87], [1.60, -0.24, 0.55], [-1.50, 0.27, -0.65], [-1.94, -0.42, -0.11], [2.51, -0.60, 0.44], [-2.50, 0.06, -0.26], [0.59, 1.20, -0.50], [0.49, 0.24, 0.45], [-0.01, -0.54, -0.09], [0.23, -3.37, 0.07], [-0.84, 1.95, 0.53], [-0.25, -0.30, -0.83], [-0.03, 0.32, 0.64], [1.48, 1.02, 0.38], [-0.20, -0.28, 0.01], [0.14, -0.27, 0.08], [-0.37, -0.21, 0.31], [0.25, 0.16, 0.35], [0.06, -0.03, 0.08], [-0.08, -0.23, -0.05], [0.91, -0.07, -0.18], [-0.55, 0.02, -0.03], [-0.01, 0.17, -0.20], [1.26, -1.40, -0.74], [0.43, 0.78, 0.82], [0.22, -0.95, -0.08], [-0.04, -0.54, 0.18], [-0.53, 1.28, -0.20], [-0.25, 0.12, -0.02], [-0.27, 1.75, -1.30], [0.24, 0.35, 1.59], [-0.14, -0.74, -0.33], [-0.59, 0.05, 0.07], [0.11, 0.38, -0.85], [-0.02, 1.98, -2.44], [0.46, -1.10, 1.10], [0.49, -0.81, 0.37], [-0.94, 0.03, -0.90], [-0.10, 0.16, 0.13], [2.27, -2.64, 0.43], [-0.77, 1.01, -0.72], [-0.55, 0.85, -0.99], [0.29, -0.44, 1.00], [-0.68, 0.50, 0.30], [-1.77, 0.64, -0.24], [-0.18, -0.63, 0.53], [0.32, 0.75, -0.29], [-0.03, 0.64, 0.14], [0.05, -0.29, -0.44], [0.38, -0.44, 0.31], [0.22, -1.64, 1.08], [-0.16, 0.03, 0.56], [0.03, 0.08, 0.53], [0.69, -0.77, -0.22], [-1.05, 1.23, 0.36], [-0.05, 0.17, -0.33], [0.39, -0.54, 0.79], [0.91, -0.20, -0.33], [0.56, -0.23, 0.33], [-1.00, 0.24, -0.09], [-0.01, 0.24, 0.48], [0.78, -0.47, -0.41], [0.10, 0.78, -0.88], [-0.56, -1.30, 1.61], [1.70, 0.05, 0.17], [-1.20, -0.48, -0.10], [0.57, 0.77, -0.62], [0.69, -0.54, 0.81], [-1.24, -0.06, -0.39], [-0.06, 0.12, 0.67], [-0.28, -0.05, -0.11], [-0.12, -0.04, 0.14], [1.58, 0.12, -0.37], [0.16, 0.10, -0.50], [-0.25, 0.29, 0.44], [-0.19, 0.16, -0.35], [-0.50, -0.13, 0.36], [-0.24, 0.05, 0.12], [-0.11, -0.28, 1.12], [-0.10, -0.19, 0.06], [0.27, 1.00, -0.77], [0.33, -0.25, -1.06], [-0.55, 0.08, -0.93], [-0.08, 0.14, 0.25], [0.01, -0.13, -0.05], [-1.24, 0.05, 0.85]], "mulliken_charge": [-0.18, -0.10, 0.27, -0.55, -0.34, 0.25, 0.04, -0.70, -0.73, 0.12, 0.11, -0.75, -0.81, 0.72, -0.27, 0.13, -0.12, -0.20, -1.21, -0.52, 1.10, 0.45, 0.47, 0.40, 0.42, 0.52, 0.56, 0.43, 0.49, 0.55, -1.46, 0.97, -1.06, -0.35, 0.11, -0.63, -1.09, 1.73, -0.81, -0.77, 1.01, 0.19, -0.62, -1.09, -1.13, 0.87, -0.64, -1.13, -0.06, 0.44, 0.43, 0.30, 0.39, 0.37, 0.38, 0.49, 0.64, 0.57, 0.50, 0.47, 0.58, 0.37, 0.51, 0.46, -0.49, -0.82, 1.10, -0.28, -0.72, -0.91, -0.89, 0.20, 1.31, 0.71, -1.26, -0.60, 1.05, -0.60, -0.58, -1.57, 0.42, 0.40, -0.37, 0.52, 0.48, 0.40, 0.60, 0.35, 0.29, 1.21, 0.89, -0.11, -0.26], "spin_multiplicity": 4, "e_lumo_ev": [-6.190, -7.540], "charge": 2}